Formula: C34H46AsN8O11PReS2
Source: the Open Molecules 2025 dataset
Level of theory: the ωB97M-V functional and the def2-TZVPD basis

Geometry as XYZ:
```
104
Properties=species:S:1:pos:R:3:forces:R:3
Re 0.096191 -0.162116 0.387163 -1.7 1.4 -1.1
O 2.802675 0.788366 6.729113 0.7 -0.9 0.9
C 2.282941 1.719466 6.142620 -0.8 -0.5 -1.8
O 2.084852 2.901545 6.358102 -0.1 1.3 0.6
C 1.699137 1.271214 4.715337 0.2 0.4 1.0
C 0.643970 1.955044 4.128309 0.1 -0.5 -0.5
C 0.183012 1.530800 2.895136 -0.4 0.5 0.1
N 0.720694 0.493381 2.237164 0.2 0.3 0.6
C 1.726895 -0.180779 2.833982 0.6 -0.6 0.0
C 2.235437 0.170508 4.071605 -0.4 -0.2 -0.9
C 2.257088 -1.363270 2.030225 0.9 0.7 2.7
O 3.099530 -2.110408 2.473210 -0.4 0.2 -0.5
O 1.706654 -1.459074 0.870379 -2.6 0.8 -2.8
H 0.198694 2.799637 4.632848 0.1 0.1 0.0
H -0.638451 2.026284 2.393785 0.0 0.1 -0.1
H 3.033590 -0.404680 4.514448 0.0 0.0 0.1
O -2.220050 1.301664 -2.515281 0.2 0.0 0.2
As -2.796315 0.876906 -0.949559 -2.0 0.6 -0.9
O -3.913110 1.973465 -0.552545 -0.4 0.0 0.5
O -1.543789 1.093925 0.206478 3.8 -2.5 1.2
C -3.480403 -0.950072 -0.853688 0.3 0.6 0.2
C -4.654470 -1.154351 -0.141850 0.0 0.5 0.0
C -5.142524 -2.441260 0.027468 0.0 -0.1 0.0
C -4.474089 -3.523695 -0.527253 0.0 0.2 0.0
C -3.318167 -3.310886 -1.261638 0.1 -0.2 -0.2
C -2.824594 -2.029396 -1.402191 0.4 -0.1 -0.3
S -1.345265 -1.747017 -2.349745 -0.1 -1.3 -1.1
O -1.747193 -1.079338 -3.571203 0.1 -0.1 0.2
O -0.656513 -3.001128 -2.512636 -0.3 0.1 0.2
O -0.518351 -0.790601 -1.553024 0.3 0.3 0.7
H -1.993490 0.512398 -3.047391 0.0 0.0 -0.2
H -5.173177 -0.285109 0.248977 0.0 -0.1 0.1
H -6.051996 -2.600430 0.586303 -0.1 0.0 0.1
H -4.840813 -4.529010 -0.388270 0.0 -0.1 0.0
H -2.788953 -4.127325 -1.725996 0.1 -0.2 0.0
C 1.946169 -4.432167 -0.979057 -0.1 -0.1 0.2
C 1.314763 -5.020198 0.283101 0.4 0.2 0.0
N 0.052914 -5.688070 0.029332 -0.1 -0.1 0.0
C 0.077719 -6.882758 -0.803892 -0.3 -0.3 -0.2
C -0.606863 -6.655043 -2.149857 0.1 0.0 0.2
C -1.133279 -5.361102 0.563933 0.2 0.1 0.1
O -2.136831 -6.049461 0.451569 -0.3 -0.1 0.0
C -1.256739 -4.061184 1.302218 -0.2 0.4 0.0
C -1.974893 -3.994906 2.492025 0.2 0.2 -0.2
C -2.214330 -2.753645 3.061749 0.0 0.1 -0.2
C -1.728233 -1.624844 2.426008 -0.3 0.2 0.8
N -1.036379 -1.686103 1.290380 0.2 -0.5 0.3
C -0.835090 -2.873049 0.724398 0.0 -1.0 0.1
H 2.696498 -3.701232 -0.689133 0.1 0.1 0.0
H 1.192395 -3.946107 -1.594275 0.0 0.1 0.0
H 2.432763 -5.197604 -1.578932 0.0 -0.1 -0.1
H 1.158975 -4.228004 1.014892 0.1 -0.2 0.0
H 2.006331 -5.743149 0.734787 -0.1 0.1 0.0
H -0.451117 -7.680231 -0.271505 0.2 0.0 0.0
H 1.117109 -7.177857 -0.947320 0.0 0.0 0.1
H -1.672461 -6.505143 -1.996463 -0.1 0.0 0.0
H -0.470667 -7.530952 -2.780030 0.0 0.0 -0.1
H -0.201996 -5.778192 -2.649814 0.1 0.0 -0.1
H -2.336069 -4.900811 2.952612 -0.1 -0.1 0.0
H -2.769545 -2.657193 3.982993 0.0 0.1 0.0
H -1.884056 -0.634996 2.832547 0.0 0.0 0.1
H -0.318405 -2.883446 -0.223185 0.1 -0.1 0.0
C 4.619838 0.985621 -2.058307 0.2 0.0 0.0
N 3.705903 0.034405 -2.668431 0.2 -0.3 -0.2
C 3.116637 0.647900 -3.846951 0.1 -0.1 -0.2
N 2.400683 1.865060 -3.514861 -0.2 -0.1 -0.1
C 3.291654 2.793120 -2.836740 0.2 0.4 -0.1
N 3.956194 2.218537 -1.677798 0.4 0.1 0.0
C 3.045906 2.026654 -0.575117 -0.3 0.0 0.4
P 1.620483 0.930104 -1.078238 1.6 0.5 -0.1
C 2.709735 -0.442537 -1.742565 0.0 -0.5 0.1
C 1.195839 1.609355 -2.768620 -0.8 0.1 -0.3
H 5.397189 1.230298 -2.789611 0.0 -0.1 0.1
H 5.079284 0.537204 -1.173614 0.0 0.0 -0.1
H 2.434990 -0.061354 -4.321504 0.0 0.0 0.0
H 3.923621 0.896706 -4.545070 -0.1 -0.1 0.1
H 2.717580 3.663298 -2.514581 0.0 0.0 -0.1
H 4.062204 3.104886 -3.546753 -0.1 0.0 0.0
H 2.703606 3.002125 -0.227995 0.0 -0.2 0.1
H 3.570117 1.529662 0.248198 -0.1 0.1 0.0
H 2.065030 -1.176301 -2.239950 0.1 0.0 0.1
H 3.207599 -0.923471 -0.893490 -0.2 0.0 -0.1
H 0.609579 2.527407 -2.681496 0.1 -0.3 0.2
H 0.589952 0.859619 -3.289289 0.0 0.1 0.1
C -2.697866 5.332960 2.388965 -0.2 0.0 -0.3
C -3.075979 4.800444 1.003612 0.0 0.2 0.3
N -1.948689 4.142515 0.382983 -0.6 -0.3 0.0
C -0.916851 4.727822 -0.207633 0.5 -0.2 0.0
S 0.466833 3.811941 -0.499738 0.3 -0.3 -0.1
N -0.932287 6.024903 -0.529092 -0.6 0.0 0.1
C 0.199089 6.703037 -1.125702 0.5 0.2 0.0
C 1.217066 7.114999 -0.067225 -0.2 -0.1 -0.2
H -3.559463 5.807327 2.852639 -0.1 0.0 0.1
H -1.894733 6.065928 2.327664 0.1 0.0 0.0
H -2.362843 4.517522 3.026139 0.0 0.0 0.1
H -3.449895 5.611206 0.371773 -0.1 -0.1 0.0
H -3.862994 4.049857 1.080810 0.0 0.1 -0.1
H -1.949370 3.123990 0.395643 0.2 0.5 0.1
H -1.762486 6.562372 -0.346421 0.0 0.0 0.0
H -0.172974 7.576508 -1.663200 -0.1 -0.1 0.0
H 0.668125 6.021096 -1.841110 -0.2 0.2 0.0
H 0.751056 7.761545 0.669784 0.0 0.2 0.1
H 2.050913 7.640754 -0.520242 0.1 0.1 -0.1
H 1.591394 6.227767 0.433670 0.1 0.0 0.1
```
Positions in Å, forces in eV/Å.

Largest force on an atom = 4.7 eV Å⁻¹
E_LUMO (spin up / spin down) = -3.79 / -3.31 eV
Energy relative to the best compared isomer or geometry (same formula, charge and spin) = 188.73 kJ/mol
⟨S²⟩ = 0.760
Multiplicity = 2
Charge = 0
Calculated total energy = -164377.128 eV



Formula: C34H46BN3O4W
Source: the Open Molecules 2025 dataset
Level of theory: the ωB97M-V functional and the def2-TZVPD basis

Geometry as XYZ:
```
89
Properties=species:S:1:pos:R:3:forces:R:3
W -0.699748 -1.436297 -0.304341 0.5 1.1 -0.1
C 0.601249 -1.359767 5.357759 0.0 0.0 0.0
C 0.124492 -0.643665 4.094395 0.0 0.0 0.0
C 0.842896 0.693871 3.934162 -0.1 0.0 -0.1
C 0.222307 -1.544833 2.876168 0.6 -0.1 0.2
C 1.302696 -2.329567 2.590908 -0.3 0.4 0.2
C 1.199546 -3.321198 1.578408 -0.3 -0.2 -0.2
C 0.001253 -3.667803 0.996409 0.4 -0.2 0.5
C -0.122371 -4.891731 0.126020 0.0 0.1 0.0
C -1.167659 -2.866335 1.273205 0.1 -0.2 -0.1
C -0.931426 -1.663896 2.040634 -0.3 -0.2 -0.7
H 0.378976 -0.753734 6.236741 0.0 0.0 0.0
H 1.680248 -1.517983 5.332025 0.0 0.0 0.0
H 0.119614 -2.330334 5.477253 0.0 0.0 0.0
H -0.940820 -0.424752 4.221511 0.0 0.0 0.0
H 1.919898 0.550164 3.909092 0.2 0.0 -0.1
H 0.610900 1.338426 4.784430 0.0 0.0 0.0
H 0.534717 1.209821 3.024797 0.0 0.0 -0.1
H 2.219674 -2.247552 3.158322 0.0 0.0 0.0
H 2.077086 -3.910879 1.336246 0.0 0.0 0.0
H 0.059393 -4.658614 -0.925709 0.0 0.0 0.0
H -1.124468 -5.317493 0.198912 0.0 0.0 0.0
H 0.595144 -5.654043 0.427134 0.0 0.0 0.0
H -2.146700 -3.335326 1.256916 0.0 0.0 -0.1
H -1.810704 -1.122581 2.379206 0.0 0.0 -0.1
O 3.265557 0.442327 1.541436 -0.5 0.0 0.2
C 4.032508 0.215365 0.462663 0.1 0.0 -0.1
C 5.369683 0.603075 0.540373 0.1 0.0 -0.1
C 6.210316 0.416721 -0.537123 0.0 0.0 0.0
C 5.734077 -0.165000 -1.709408 -0.1 0.0 0.0
C 4.412888 -0.555755 -1.780146 0.1 0.0 -0.1
C 3.539284 -0.371980 -0.704989 -0.1 0.1 0.0
C 2.131192 -0.809533 -0.837683 0.1 -0.1 -0.6
O 1.250143 -0.548951 0.109023 -0.2 -0.1 0.2
N 1.805034 -1.451418 -1.922159 0.3 0.0 0.5
N 0.518320 -1.898715 -1.781517 -1.2 -0.9 0.8
C -0.451198 -1.571220 -2.697290 -0.4 -0.4 -0.7
C -1.660035 -2.361666 -2.695612 0.9 0.8 -0.2
C -2.403042 -2.756107 -3.810785 -0.6 -0.2 -0.2
C -3.505874 -3.555790 -3.617970 0.4 0.3 -0.4
C -3.859368 -3.940940 -2.319928 0.1 0.1 0.7
C -3.124703 -3.463873 -1.260925 -0.6 -0.5 -0.2
N -2.071300 -2.647804 -1.432865 0.7 0.3 0.5
H 2.352829 0.140641 1.326138 0.1 0.0 0.1
H 5.718524 1.053619 1.459467 0.0 0.0 0.0
H 7.244851 0.725951 -0.465903 0.0 0.0 0.0
H 6.391065 -0.310947 -2.555283 0.0 0.0 0.0
H 4.019119 -1.015613 -2.675383 0.0 0.0 0.0
H -0.182543 -0.975532 -3.562373 0.0 0.1 0.2
H -2.078682 -2.458656 -4.797794 0.0 0.0 0.0
H -4.084407 -3.900014 -4.464281 0.0 0.0 0.0
H -4.715466 -4.572187 -2.134444 0.0 0.0 0.0
H -3.410257 -3.683475 -0.242062 0.0 0.0 0.0
C 0.235581 4.509006 -1.978783 0.0 0.0 0.0
C 0.569673 3.316771 -1.099381 0.0 0.0 0.0
C 1.963660 2.807987 -1.421553 0.0 0.0 0.0
O -0.354337 2.251496 -1.420554 -0.1 0.0 0.1
B -0.774769 1.655419 -0.250800 0.3 0.2 -0.1
O -0.270445 2.300422 0.861245 -0.1 -0.2 0.0
C 0.327424 3.544616 0.435875 0.0 0.0 0.0
C -0.693589 4.635662 0.736006 0.0 0.0 0.0
C 1.586388 3.786725 1.250193 0.0 0.0 0.0
H 0.417885 4.246074 -3.020671 0.0 0.0 0.0
H 0.868691 5.361117 -1.727383 0.0 0.0 0.0
H -0.806008 4.805884 -1.879522 0.0 0.0 0.0
H 1.993229 2.487384 -2.462939 0.0 0.0 0.0
H 2.212802 1.956471 -0.797967 0.1 -0.1 0.1
H 2.719785 3.579104 -1.271637 0.0 0.0 0.0
H -1.622393 4.472232 0.190804 0.0 0.0 0.0
H -0.307893 5.623908 0.486182 0.0 0.0 0.0
H -0.920394 4.611232 1.801684 0.0 0.0 0.0
H 2.271427 2.945235 1.200649 0.0 -0.1 0.0
H 1.315449 3.941808 2.294916 0.0 0.0 0.0
H 2.100157 4.683119 0.897829 0.0 0.0 0.0
C -4.213873 -0.146150 -0.539756 0.0 0.0 0.0
C -3.092164 0.796588 -0.984549 -0.2 0.0 0.0
C -2.917981 0.693279 -2.501760 0.0 0.0 0.0
C -3.544339 2.229675 -0.649214 0.0 0.0 0.0
C -1.792529 0.471022 -0.183502 -0.1 -0.5 0.0
H -5.113652 0.011077 -1.139280 0.0 0.0 0.0
H -4.474149 0.031131 0.507002 0.0 0.0 0.0
H -3.918839 -1.190945 -0.642526 -0.1 0.1 0.0
H -3.739481 1.209478 -3.004001 -0.1 0.0 0.0
H -2.937829 -0.345609 -2.834732 0.0 0.2 0.0
H -1.982112 1.147711 -2.826267 0.0 0.0 0.0
H -4.549557 2.415445 -1.035898 0.0 0.0 0.0
H -2.876970 2.964433 -1.101183 0.0 0.0 0.0
H -3.558078 2.393870 0.430314 0.0 0.0 0.0
H -2.115436 0.420928 0.867375 0.0 0.0 -0.1
```
Positions in Å, forces in eV/Å.

Largest force on an atom = 1.7 eV Å⁻¹
E_LUMO (spin up / spin down) = -0.85 / -0.84 eV
Energy relative to the best compared isomer or geometry (same formula, charge and spin) = 120.95 kJ/mol
Multiplicity = 1
Charge = 0
Calculated total energy = -51168.561 eV